(1)
Formula: C20H25ClO5
Source: OMol25
Level of theory: ωB97M-V/def2-TZVPD

Properties
* total charge: 0
* SMILES: CC(=O)OCCOC(=O)OC[C@H](C)Cl.c1ccccc1.c1ccccc1
* orbital gap: 9.67 eV
* E_LUMO: 0.555 eV

```
51
Properties=species:S:1:pos:R:3:forces:R:3:mulliken_charge:R:1
C -0.37720 -5.43544 1.22452 0.1381 0.4425 0.1071 -0.96
C -0.15175 -4.48687 0.07738 -0.2473 -0.2035 -1.1098 0.71
O -0.73985 -4.57045 -0.97107 0.2423 0.1997 0.6900 -0.54
O 0.81220 -3.53350 0.28806 -0.1501 -0.1112 0.6846 -0.41
C 0.37545 -2.18717 0.50420 0.1363 0.2600 -0.5466 -0.14
C -0.99577 -2.11789 1.13506 -0.0721 0.4329 0.0866 -0.22
O -1.20472 -0.72176 1.47430 0.1491 -0.5320 0.2453 -0.09
C -2.16643 -0.49433 2.38534 -0.1237 0.6535 0.4714 0.52
O -2.05721 0.33832 3.23869 -0.0571 -0.3550 -0.5740 -0.55
O -3.27216 -1.28085 2.24659 0.2247 -0.0820 -0.3935 -0.32
C -4.29917 -0.71989 1.40336 -0.3023 0.1314 0.2131 -0.73
C -4.75236 -1.65646 0.29594 0.0271 -0.2385 0.1930 0.27
C -4.76493 -3.13438 0.70341 -0.1364 0.0626 -0.0828 -1.07
Cl -3.77496 -1.41887 -1.19520 0.0791 0.0102 -0.0124 -0.19
H -1.39863 -5.26445 1.56908 -0.0511 -0.2021 -0.0346 0.26
H -0.27235 -6.45856 0.87870 -0.0776 -0.0824 0.0288 0.36
H 0.29675 -5.21884 2.04796 0.0930 -0.1440 -0.0115 0.31
H 1.10635 -1.72004 1.16061 0.0250 -0.1326 0.0408 -0.04
H 0.38132 -1.64148 -0.44181 -0.0653 -0.0014 -0.0215 0.30
H -1.01803 -2.71101 2.04982 -0.0679 -0.0577 0.0267 0.40
H -1.77333 -2.43448 0.45029 -0.0951 -0.1589 -0.0788 0.09
H -3.98336 0.24016 0.99725 0.0860 -0.0164 -0.0355 0.40
H -5.16107 -0.53211 2.04759 0.0335 -0.0469 0.0717 0.34
H -5.75967 -1.35374 0.01814 0.0488 0.1440 -0.0331 0.42
H -4.68455 -3.24499 1.78289 0.0641 0.0250 0.0326 0.26
H -3.94726 -3.66774 0.22361 0.0557 -0.0340 0.1193 0.26
H -5.69627 -3.60390 0.39225 0.0302 -0.0275 -0.0977 0.36
C 1.85114 1.05327 1.45828 0.0459 -0.0025 -0.0108 0.15
C 3.04890 0.50094 1.02403 -0.0278 0.0107 -0.0020 -0.27
C 4.12284 1.32356 0.71098 0.0029 -0.0055 -0.0204 -0.51
C 3.99944 2.69980 0.83403 0.0092 0.0074 0.0008 -0.42
C 2.80358 3.25196 1.27179 0.0038 0.0047 0.0200 -0.49
C 1.72921 2.43069 1.58206 -0.0117 0.0263 -0.0181 -0.49
H 1.00936 0.41959 1.70048 -0.0369 0.0377 0.0206 0.06
H 3.14866 -0.57328 0.92649 0.0183 -0.0061 -0.0083 0.34
H 5.05352 0.89232 0.36589 0.0073 -0.0050 0.0036 0.37
H 4.83286 3.34257 0.58229 0.0060 0.0057 0.0003 0.37
H 2.70738 4.32620 1.36470 0.0097 0.0090 0.0279 0.48
H 0.79373 2.86103 1.91546 -0.0043 -0.0098 0.0219 0.39
C 2.02929 4.79529 -4.35071 0.0058 0.0000 -0.0049 -0.39
C 1.97175 5.23527 -3.03539 0.0004 -0.0133 -0.0111 -0.48
C 1.95541 4.31481 -1.99687 -0.0190 0.0203 -0.0327 -0.22
C 2.00011 2.95496 -2.27001 0.0022 -0.0306 0.0276 0.10
C 2.05899 2.51601 -3.58522 0.0001 -0.0002 -0.0044 -0.58
C 2.07198 3.43554 -4.62535 -0.0005 -0.0012 -0.0006 -0.34
H 2.04133 5.51199 -5.16172 0.0002 0.0049 -0.0063 0.36
H 1.94073 6.29570 -2.82021 -0.0096 0.0074 0.0006 0.36
H 1.90605 4.65400 -0.97158 0.0044 0.0106 0.0161 0.29
H 1.99159 2.24061 -1.45553 0.0069 0.0053 0.0113 0.21
H 2.09557 1.45572 -3.79998 -0.0045 -0.0089 -0.0033 0.37
H 2.11555 3.09211 -5.65090 0.0042 -0.0026 -0.0068 0.36
```
Forces are in eV/Å.

---

(2)
Formula: C4H3AgLiMgO2
Source: OMol25
Level of theory: ωB97M-V/def2-TZVPD

Properties
* spin multiplicity: 2
* total charge: 0
* orbital gap (spin up / spin down): 4.19 / 4.78 eV
* E_LUMO (spin up / spin down): -1.333 / -1.435 eV

```
12
Properties=species:S:1:pos:R:3:forces:R:3:mulliken_charge:R:1
C 1.61586 -0.00926 0.35397 0.3134 2.3878 1.5292 -0.52
O 1.88195 1.13807 0.87152 0.8003 -1.0119 -0.5322 -0.53
Mg -0.53408 -1.50007 1.80541 -0.7386 -0.1372 0.0975 0.21
Li 2.17962 2.64285 -0.06238 -0.4717 -0.2029 0.5172 0.73
H 0.13146 -0.56102 0.00997 -1.4608 -2.2731 1.6110 -0.35
C 0.67074 -0.07700 -0.76309 -0.5282 1.7415 -4.0429 0.94
C -0.77579 -0.24515 -1.35340 4.1715 -0.2649 1.9048 -0.58
C -1.80195 -0.85692 -0.66980 -1.8272 -3.3047 1.5915 0.17
O -1.91090 -2.00740 0.11632 1.9065 4.0937 -1.7329 -0.64
Ag -0.66971 1.92556 1.59326 0.0513 -0.2994 0.0159 -0.08
H 2.02582 -0.00477 -1.07947 -2.7280 -0.9950 -0.7028 0.26
H -2.81300 -0.44488 -0.82230 0.5117 0.2661 -0.2561 0.38
```
Forces are in eV/Å.

---

(3)
Formula: C4H5N2
Source: OMol25
Level of theory: ωB97M-V/def2-TZVPD

Properties
* total charge: +1
* ΔE to the lowest compared entry with this formula, charge and spin: 28.16 kcal per mole
* orbital gap: 8.20 eV
* E_LUMO: -6.330 eV

```
11
Properties=species:S:1:pos:R:3:forces:R:3:mulliken_charge:R:1
C 0.52516 -1.70447 0.79774 -0.0481 -0.7060 0.2691 0.04
C -0.05773 1.42929 -0.58360 0.7040 -0.1202 0.1906 -0.32
C 0.86207 0.60098 -0.09749 -1.1555 -1.1865 0.2566 -0.28
C -1.29810 -0.42653 -0.08889 -1.3214 -1.2809 0.2632 -0.40
N -1.31385 0.78405 -0.56168 0.3781 -0.0053 0.0826 0.06
N 0.08969 -0.64293 0.25717 1.0821 2.7937 -0.9267 0.26
H -0.17349 -2.51359 0.99001 -0.0900 0.1177 -0.0462 0.32
H 1.56999 -1.81726 1.06917 -0.0019 0.1712 -0.1012 0.26
H 0.04850 2.43506 -0.94287 0.0828 0.1240 -0.0770 0.42
H 1.91730 0.64103 0.05056 0.3235 0.1624 0.0447 0.40
H -2.16955 1.21438 -0.89013 0.0464 -0.0701 0.0443 0.24
```
Forces are in eV/Å.

---

| no. | largest force on an atom (hartree/bohr) | E (eV) |
| --- | --- | --- |
| 1 | 0.02246 | -43904.78011 |
| 2 | 0.09406 | -17927.72188 |
| 3 | 0.06099 | -7199.33060 |